{"formula": "C41H68AsAuGeNO2SSeSi3", "method": "wB97M-V/def2-TZVPD", "symbols": ["Au", "Se", "As", "Ge", "S", "Si", "Si", "Si", "O", "O", "N", "C", "C", "C", "C", "C", "C", "C", "C", "C", "C", "C", "C", "C", "C", "C", "C", "C", "C", "C", "C", "C", "C", "C", "C", "C", "C", "C", "C", "C", "C", "C", "C", "C", "C", "C", "C", "C", "C", "C", "C", "C", "H", "H", "H", "H", "H", "H", "H", "H", "H", "H", "H", "H", "H", "H", "H", "H", "H", "H", "H", "H", "H", "H", "H", "H", "H", "H", "H", "H", "H", "H", "H", "H", "H", "H", "H", "H", "H", "H", "H", "H", "H", "H", "H", "H", "H", "H", "H", "H", "H", "H", "H", "H", "H", "H", "H", "H", "H", "H", "H", "H", "H", "H", "H", "H", "H", "H", "H", "H"], "coordinates": [[-1.0405, 0.5480, 0.8188], [1.3383, 2.0044, 0.1810], [-1.2074, -2.1881, 0.3062], [3.9895, 2.9462, -1.5916], [-0.7912, 0.7821, 5.2563], [-0.0982, -2.8741, -1.7003], [-0.1554, -3.4165, 2.0499], [-3.5030, -2.8695, 0.4313], [-1.7082, 1.4176, -0.8649], [-2.7463, -0.3932, -1.6993], [-0.3642, 0.5527, 2.7405], [5.2088, -1.6530, 3.2500], [-5.0196, 1.9075, -2.5021], [4.5865, -0.2062, 1.3194], [5.5451, 0.8336, 3.3559], [-2.8809, 3.0168, -5.4229], [-0.1289, 1.1314, -3.6132], [-1.2806, 0.8896, 3.6273], [1.9391, 0.1413, 5.5165], [2.6036, 1.5752, -1.2284], [-3.0532, 3.7848, -6.7039], [0.4671, -4.6537, -1.5312], [1.6688, -3.0686, 1.8353], [1.3936, -1.7374, -1.7933], [3.2478, 4.3191, -2.7724], [-0.3599, -5.2820, 1.9323], [-3.9397, 2.8276, -4.5496], [-4.3847, -2.7104, -1.2068], [-3.8061, 2.0926, -3.3747], [-4.8665, 2.2102, 1.9120], [0.4293, 3.5299, -0.5952], [-2.3532, 0.7477, -1.8012], [0.8098, 0.3573, 4.7350], [-3.8198, 1.7447, 1.1228], [4.6294, -0.2907, 2.8471], [4.6197, 3.7303, 0.0846], [3.2464, -0.1169, 3.4779], [-3.6116, 1.8041, 3.9154], [0.8760, 0.2898, 3.3437], [-4.3012, -1.8415, 1.7712], [-2.6751, 1.3058, 1.7466], [-1.1930, -2.7564, -3.2089], [-2.5602, 1.3238, 3.1361], [3.1343, -0.0981, 4.8799], [2.1023, 0.0595, 2.7205], [-3.4873, -4.6643, 0.9704], [-4.7687, 2.2385, 3.2981], [-0.9310, -2.8643, 3.6680], [-1.6541, 2.4458, -5.0993], [-2.5575, 1.5569, -3.0618], [-1.4755, 1.7232, -3.9312], [5.4344, 1.9977, -2.5038], [5.2825, -1.7573, 4.3328], [-0.2186, 0.1258, -3.1936], [5.1050, 1.8128, 3.1596], [1.0928, 4.3894, -0.5616], [-1.2623, -1.8218, 3.6510], [-5.2502, 2.8230, -1.9513], [4.5910, -2.4676, 2.8704], [5.7305, 0.7521, 4.4275], [5.5991, -0.2976, 0.9252], [-4.4058, -0.8019, 1.4696], [2.1518, 0.0660, 1.6450], [5.8528, 1.2209, -1.8629], [4.0623, 4.8662, -3.2483], [0.1120, 3.3117, -1.6092], [3.0890, 0.6525, -0.9041], [2.6348, 5.0393, -2.2310], [-1.3089, -5.6211, 2.3434], [2.2327, -3.2995, 2.7417], [2.0545, -3.6997, 1.0311], [6.2346, 2.6904, -2.7658], [0.9338, -4.9642, -2.4719], [-5.3024, -2.2327, 1.9755], [-5.7685, 2.5646, 1.4291], [-3.7328, -1.8793, 2.7033], [1.8568, -2.0364, 1.5766], [-0.8161, 2.5672, -5.7775], [3.9899, -1.0082, 0.8826], [-3.9052, 1.7540, 0.0518], [-3.9824, 4.3526, -6.7029], [-0.2613, -5.6654, 0.9213], [1.7566, -1.6484, -2.8205], [-2.2284, 4.4806, -6.8593], [3.7901, 3.9971, 0.7401], [5.1896, 4.6349, -0.1302], [6.2124, -1.7676, 2.8365], [-2.8030, -5.2724, 0.3780], [-5.8902, 1.6693, -3.1128], [-3.0760, 3.1077, -7.5597], [0.4293, -5.7493, 2.5316], [-0.3689, -5.3310, -1.3521], [-0.5610, -2.9110, -4.0891], [4.1867, 0.7560, 0.9870], [-5.1537, -3.4845, -1.2681], [6.5104, 0.7844, 2.8493], [0.4885, 1.0698, -4.5089], [0.4013, 1.7426, -2.8864], [-1.8002, -3.4921, 3.8731], [2.2113, -2.1300, -1.1841], [1.8859, 0.1901, 6.5958], [1.1428, -0.7363, -1.4258], [-0.2331, -2.9864, 4.5004], [5.2709, 3.0383, 0.6188], [1.2070, -4.7897, -0.7431], [-1.6982, -1.7967, -3.3015], [-3.2211, -4.7672, 2.0231], [-0.4520, 3.7112, 0.0160], [-4.8939, 1.0917, -1.7945], [5.0778, 1.5288, -3.4213], [-4.9092, 3.2484, -4.7939], [-3.7150, -2.8185, -2.0567], [-5.5918, 2.6090, 3.8929], [2.0550, 1.3435, -2.1387], [-1.9411, -3.5502, -3.2130], [-4.4908, -5.0836, 0.8490], [4.0189, -0.2474, 5.4845], [2.6379, 3.8730, -3.5594], [-4.8642, -1.7385, -1.3025], [-3.5197, 1.8371, 4.9946]], "forces_ev_per_angstrom": [[0.17, 0.56, -0.49], [-0.07, 0.07, 0.05], [0.17, 0.18, 0.03], [0.07, 0.07, -0.03], [0.10, 0.10, 0.05], [-0.15, -0.21, 0.28], [-0.21, -0.32, -0.40], [0.27, -0.11, -0.11], [-0.18, -0.40, -0.51], [-0.05, -0.06, 0.21], [0.28, -0.20, 0.74], [0.03, 0.02, -0.02], [0.01, -0.01, 0.04], [-0.04, 0.07, 0.11], [0.00, -0.03, 0.02], [-0.02, 0.01, 0.00], [-0.10, -0.13, -0.05], [0.10, -0.17, 0.01], [0.00, 0.02, 0.09], [0.02, -0.06, -0.05], [-0.01, 0.01, 0.00], [0.06, 0.05, -0.21], [0.02, -0.14, 0.13], [-0.09, 0.08, 0.00], [-0.01, -0.01, 0.03], [0.10, 0.04, 0.29], [0.01, -0.02, -0.04], [-0.07, -0.07, 0.08], [0.02, -0.04, -0.01], [-0.05, 0.00, -0.03], [0.00, 0.01, -0.01], [0.03, 0.30, -0.24], [-0.08, -0.06, -0.09], [-0.08, 0.11, 0.13], [-0.03, 0.01, -0.02], [-0.02, -0.01, -0.04], [-0.03, 0.01, -0.09], [0.05, -0.14, 0.07], [-0.10, -0.05, 0.04], [-0.04, -0.07, -0.01], [0.01, 0.19, 0.05], [0.16, 0.04, 0.01], [-0.28, 0.10, -0.03], [0.04, 0.00, 0.02], [0.03, 0.06, 0.01], [-0.19, 0.01, -0.03], [-0.02, 0.01, 0.00], [0.13, 0.19, 0.00], [0.01, 0.01, 0.00], [-0.03, 0.05, 0.13], [0.08, 0.05, 0.02], [-0.02, 0.00, 0.02], [0.00, 0.00, 0.00], [0.02, 0.07, -0.03], [0.00, 0.02, -0.01], [0.00, 0.01, -0.02], [0.04, -0.11, 0.01], [0.02, -0.01, 0.02], [-0.02, -0.02, -0.01], [-0.01, 0.02, -0.01], [0.01, -0.01, -0.01], [0.00, 0.06, -0.01], [0.01, -0.14, -0.01], [0.00, 0.00, 0.01], [0.00, -0.01, 0.00], [-0.02, 0.03, -0.02], [-0.03, 0.06, -0.01], [0.00, -0.01, 0.01], [0.02, -0.01, -0.05], [0.01, -0.02, 0.04], [0.00, 0.00, 0.02], [-0.01, 0.00, 0.00], [0.00, 0.02, 0.02], [0.01, -0.01, 0.00], [0.00, 0.00, 0.01], [0.01, 0.00, 0.00], [0.07, 0.13, -0.09], [0.00, -0.01, -0.01], [-0.07, -0.06, -0.04], [-0.02, -0.01, -0.12], [0.00, 0.00, 0.00], [-0.01, -0.01, -0.09], [0.01, 0.00, 0.00], [0.00, 0.00, 0.00], [-0.01, 0.00, -0.01], [0.01, -0.01, 0.00], [0.00, 0.00, 0.00], [0.01, 0.00, 0.00], [-0.01, 0.03, -0.01], [0.00, 0.00, 0.00], [0.02, 0.04, -0.01], [-0.02, 0.02, 0.02], [0.00, 0.03, 0.00], [0.04, -0.02, 0.05], [-0.01, -0.01, 0.01], [0.01, -0.02, 0.01], [0.00, -0.01, -0.02], [-0.08, 0.02, 0.01], [-0.04, 0.03, 0.01], [-0.01, 0.01, 0.05], [0.00, -0.02, 0.00], [0.04, -0.13, -0.08], [0.00, -0.01, 0.01], [0.00, -0.02, 0.01], [-0.03, -0.02, 0.04], [-0.04, -0.03, 0.00], [0.01, 0.01, -0.03], [0.02, 0.00, 0.01], [0.01, -0.05, 0.05], [-0.01, 0.01, 0.00], [0.00, 0.00, 0.01], [0.00, -0.02, 0.01], [0.00, 0.01, 0.00], [0.09, -0.04, 0.05], [-0.02, 0.01, 0.05], [0.00, 0.03, 0.00], [-0.01, 0.00, 0.00], [0.01, -0.01, 0.00], [0.01, 0.05, 0.00], [-0.01, -0.01, 0.00]], "lowdin_charge": [1.0036, 0.9340, 0.8422, 0.7618, 1.1820, 0.3154, 0.3018, 0.3247, -0.2166, -0.0003, -0.0744, -0.0297, -0.0261, -0.0537, -0.0347, -0.2561, -0.0173, -0.5429, -0.0529, -0.5752, -0.0440, -0.2173, -0.2147, -0.2243, -0.2089, -0.2064, -0.0017, -0.1984, -0.1913, -0.0417, -0.3492, -0.5736, -0.4422, -0.0772, -0.5398, -0.2114, -0.1457, -0.0199, -0.2719, -0.1985, -0.1732, -0.2049, -0.2464, -0.0102, -0.0336, -0.2208, -0.0537, -0.2012, -0.0015, -0.0566, -0.1951, -0.2094, 0.0830, 0.0647, 0.0908, 0.0193, -0.0072, 0.0910, 0.0777, 0.0820, 0.0969, 0.0065, 0.0293, 0.0153, 0.0250, 0.0190, -0.0050, 0.0117, 0.0139, 0.0403, 0.0276, 0.0254, 0.0416, 0.0450, 0.1165, 0.0223, -0.0172, 0.1223, 0.0799, 0.0784, 0.0768, 0.0079, 0.0446, 0.0816, 0.0083, 0.0266, 0.0935, 0.0266, 0.0897, 0.0872, 0.0432, 0.0278, 0.0430, 0.0564, 0.0392, 0.0913, 0.0951, 0.0367, 0.0312, 0.0267, 0.1194, -0.0238, 0.0400, 0.0089, 0.0118, 0.0105, 0.0151, 0.0270, 0.0582, 0.0245, 0.1233, 0.0039, 0.1145, -0.0105, 0.0313, 0.0402, 0.1180, 0.0215, 0.0238, 0.1125], "orbital_gap_ev": 6.724, "max_force_ha_per_bohr": 0.016, "total_charge": 1}

{"formula": "C5H6O2", "method": "wB97M-V/def2-TZVPD", "symbols": ["O", "O", "C", "C", "C", "C", "C", "H", "H", "H", "H", "H", "H"], "coordinates": [[-1.8623, -2.0707, -0.9444], [-0.5053, 0.2850, 1.4182], [1.4094, 0.1781, -0.2751], [0.0775, 0.7499, -0.5083], [0.7712, 0.8523, 0.8892], [-1.0473, -0.0427, 0.1096], [-1.0972, -1.5590, -0.1620], [-0.1519, 1.7171, -0.9059], [-2.0574, 0.3345, -0.1412], [1.1021, 1.8472, 1.1881], [1.5777, -0.8882, -0.2896], [2.1586, 0.7719, -0.7916], [-0.3751, -2.1753, 0.4130]], "forces_ev_per_angstrom": [[0.42, 0.51, 0.46], [0.69, -1.07, 0.99], [0.24, -0.41, -0.12], [0.05, 0.60, -0.44], [-2.21, 0.74, -1.52], [0.28, 0.17, 0.26], [-0.06, 0.10, -0.23], [0.22, -0.07, -1.08], [0.45, 0.13, 0.67], [-0.31, -0.56, 0.61], [0.01, -0.10, -0.12], [0.30, -0.16, 0.53], [-0.07, 0.11, 0.00]], "lowdin_charge": [0.0660, -0.0609, -0.0683, -0.1670, -0.1453, -0.2316, -0.1859, 0.1326, 0.1611, 0.1404, 0.1059, 0.1202, 0.1329], "orbital_gap_ev": 9.898, "max_force_ha_per_bohr": 0.054, "total_charge": 0}